168
Properties=species:S:1:pos:R:3:forces:R:3 method="wB97M-V/def2-TZVPD" orbital_gap_ev=8.938 total_charge=0 e_homo_ev=-8.497 relative_energy_kj_mol=341.4 smiles=COCCNCCOC.COCCNCCOC.COCCNCCOC.CC(C)O.CC(C)O.CC(C)O.CC(C)O.CC(C)O.CC(C)O.CC(C)O.CC(C)O max_force_ev_per_a=3.1
H -4.01376 -7.19607 0.43530 0.293 0.227 -0.248
H -0.06213 1.39878 2.03691 -0.493 0.605 0.143
O -0.02228 3.83674 -0.42021 -0.239 -0.390 1.209
H 0.88185 0.45023 -4.18161 -0.036 -0.026 -0.294
H -1.05052 -0.94950 -0.50576 -0.210 0.170 0.000
O 6.11039 -6.17570 1.26765 0.251 -1.166 -0.571
H -4.51041 -0.43054 4.70136 -0.152 -0.527 -0.478
C -0.23631 3.33765 0.90389 -1.055 -0.944 0.770
H 3.12408 1.71370 6.01614 0.555 -0.055 -0.063
H 6.09949 5.54209 -1.92916 -0.998 0.930 0.255
H 6.51740 3.07647 1.87003 -0.171 -0.843 0.533
C -3.68279 4.75999 -4.26160 0.417 -1.189 -0.287
H -1.48412 -8.57988 0.02870 -0.330 -0.330 0.179
H 2.52994 -4.81514 -1.90846 -0.460 -0.108 0.007
H -2.53611 3.32949 -0.53516 -0.284 -0.629 -0.726
C 6.44033 3.58618 -1.89774 -0.288 -1.038 -0.625
H 0.27103 3.89564 1.69353 0.475 0.144 -0.278
H 3.57629 0.58781 2.67370 -0.202 0.167 0.196
H 5.87994 2.65120 -1.99878 0.307 -0.315 0.499
H -2.73240 -10.43354 -0.99686 0.059 0.282 -0.563
H 1.36365 2.34285 4.35642 0.083 -0.011 -0.311
C -1.02935 -4.29149 0.03623 2.064 -0.254 0.478
H -4.78981 2.27307 -2.26208 -0.359 -0.057 -0.095
H -0.90695 3.68515 -4.45476 0.149 0.159 -0.122
H 5.47148 4.29366 1.44900 -0.523 0.186 0.164
H 4.31364 -5.54652 -0.61108 0.309 -0.229 0.147
H -3.11565 5.68597 -4.36598 0.150 -0.006 0.183
H -8.11814 1.59782 -2.97065 0.372 -0.183 -0.383
H -4.12177 -8.35508 -1.84883 -0.027 -0.417 -0.274
H 4.60603 1.47967 3.80152 -0.034 -0.066 -0.020
C 5.54097 -4.89326 1.11241 -0.430 -0.228 0.618
H -1.04453 8.91834 2.14668 0.152 0.085 -0.065
H 5.33919 4.61393 -4.13102 0.140 0.389 0.073
H 1.27066 -0.06269 -1.30685 0.185 0.432 0.173
H 5.27774 0.54433 2.43960 0.385 0.407 -0.039
C 4.21523 -5.09670 0.37568 -0.048 0.235 -0.190
H -5.10152 -12.74914 -0.91848 0.326 0.168 0.386
H 4.65265 -5.10718 3.07991 -0.288 -0.166 -0.463
C -3.79677 -10.27323 -0.78362 -0.314 1.441 -0.491
H 1.22750 -0.25550 5.92998 0.283 -0.320 -0.984
C 4.47178 1.20898 2.75690 -0.582 0.167 -0.525
N -3.50343 -8.00097 0.10597 -1.095 -0.367 0.106
H -0.11435 6.01138 1.80843 -0.157 -0.022 0.404
H -0.96248 -4.10153 1.11436 -1.067 0.501 0.080
C -0.79574 1.72957 -3.63531 0.763 -0.543 0.064
H -0.53386 -6.72017 0.57223 0.245 0.471 0.027
H 1.33420 -4.10264 -3.08273 -0.121 0.189 0.553
H -0.14258 1.43175 7.13065 -0.109 -0.335 -0.674
H -3.23937 4.63923 0.13431 -0.766 -0.105 0.580
H 0.87971 7.29455 2.55389 -0.112 0.039 0.083
H 1.13918 0.68871 3.67757 0.042 0.264 -0.159
H 3.53090 -1.06101 -0.68389 0.234 -0.280 -0.160
H -2.31513 8.04947 3.83368 -0.009 -0.073 0.178
O 2.41180 -6.10559 -4.22725 -1.230 -0.606 -0.150
C -3.01975 0.97651 2.96215 -0.544 0.309 -0.058
O -4.63093 -10.85187 -1.75131 0.083 -1.646 0.280
H -0.36316 -0.76989 1.10938 -0.387 0.240 0.168
C -0.18876 0.34928 -4.00739 -0.608 0.669 1.364
H 0.74644 3.04981 -4.37944 0.050 -0.071 -0.141
C 3.19689 -1.31493 0.32945 -0.160 0.573 -1.074
H -0.72514 -0.12089 -4.82940 0.138 0.172 -0.166
C 4.45894 -5.25010 -3.53532 2.413 1.428 -0.873
H -4.52338 5.30493 -1.90727 -0.356 -0.338 0.007
C -1.22152 7.84458 2.26697 -0.645 -0.049 -0.665
C -2.45004 7.48633 1.37105 1.200 0.442 -0.585
H 4.61751 -6.12511 -2.90901 -0.568 -0.076 -0.005
H -3.86972 -10.73026 0.20949 -0.753 0.262 0.166
H 3.02620 -2.38966 0.38092 0.030 -0.004 0.170
C 1.50524 0.78682 5.74885 -0.504 -1.400 1.854
H -4.79121 2.21816 1.63941 -0.149 0.314 -0.271
H 0.34006 7.35848 0.86545 0.087 0.263 0.053
H 4.82751 -3.42876 2.63465 0.026 0.069 -0.316
H 4.07033 3.73982 -3.39653 0.075 -0.218 0.431
C 4.33361 2.46319 1.85839 2.143 -0.848 0.349
C 5.39220 4.70624 -1.96266 2.144 -0.739 -0.553
O -2.20256 1.65124 -3.58772 0.088 -0.121 -0.377
H -2.89319 1.81102 3.65532 0.369 0.021 -0.007
H -1.85031 -7.56930 -1.29719 -0.905 -0.003 -0.418
H 3.64774 -4.18430 0.19812 0.325 0.224 0.198
H -1.97205 -6.45197 1.52820 -0.410 0.361 -0.055
C 5.28695 -4.41426 2.52247 -0.188 0.678 1.218
H -0.72436 1.55522 -0.78626 0.069 -0.673 -0.361
H -3.95614 1.34989 -1.09818 -0.199 -0.380 0.158
H -2.61099 6.40978 1.34973 -0.259 0.041 0.196
C 2.38206 -4.19676 -2.79422 -0.332 -0.444 -0.424
H -6.63980 2.64754 -3.17251 0.189 -0.304 0.079
C -4.25514 -8.77455 -0.84686 0.753 -1.144 0.653
H 3.03439 -6.72943 -4.60684 0.032 0.033 -0.073
O -1.83675 -5.35897 -0.32595 -0.664 -0.695 0.844
N -0.73704 1.05209 0.09138 -0.071 0.103 1.220
H -6.14565 1.14929 0.21497 -0.445 -0.408 -0.039
H 0.03113 -4.56957 -0.08663 0.141 -0.110 -0.615
H 7.03400 -6.10315 1.51923 0.004 0.105 0.056
C -0.29206 2.79273 -4.58599 -0.594 0.049 -0.158
H 3.99198 -0.98300 0.99550 -0.248 -0.202 0.336
H -0.30119 -0.28007 -3.12129 -0.042 -0.295 -0.162
H 2.02294 3.47888 -0.00877 -0.191 -0.199 0.035
O 2.94772 0.82040 5.69560 -0.969 0.474 0.451
C 0.91903 1.35611 4.51084 -0.179 0.387 -0.441
H -3.35895 8.06470 1.54315 -0.028 -0.241 0.782
H -4.95300 -12.64655 -2.65781 -0.293 0.147 0.047
H 3.02250 -4.26992 -4.85542 0.321 0.143 0.062
C 0.04882 7.08702 1.88235 -0.440 -0.005 -0.618
C -4.53359 -12.27573 -1.71933 -0.128 0.321 -1.562
C 0.94489 1.36122 7.05465 -0.007 1.125 0.186
C -4.52089 0.73774 2.88707 0.096 -0.096 -1.191
H 5.40490 3.78429 3.14734 0.488 0.065 0.029
H 4.96615 -4.40648 -3.05382 -0.332 0.037 0.446
C -5.12401 0.28979 4.15756 -0.264 0.284 1.569
H -4.73992 -0.04898 2.15410 0.301 -0.135 -0.175
H 3.55952 -5.71296 0.99207 0.154 -0.230 -0.029
H -3.40347 4.04385 -5.03559 0.099 0.388 -0.343
O -7.22605 2.09101 -1.20600 -0.148 0.195 1.108
H 2.82812 -3.23267 -2.55038 -0.052 0.135 -0.373
C -3.56571 4.77454 -1.87181 0.465 -0.688 -0.087
C -0.35499 -0.36430 0.09601 0.483 0.434 -0.673
H -5.15711 1.10285 4.88966 -0.249 0.314 -0.262
H 1.23917 2.41041 7.17088 0.346 -0.020 0.277
H -0.41867 2.41415 -5.60192 0.163 0.271 -0.144
H -2.22383 7.81080 0.34991 0.301 -0.284 -0.120
H -6.24887 0.27382 -1.39409 0.094 -0.142 0.131
H -8.13997 3.26101 -2.49107 0.080 0.077 -0.176
H 1.67628 4.99461 -0.80270 -0.243 0.129 0.173
H 7.10006 3.60534 -1.03082 -0.545 -0.013 0.402
H 1.10862 -1.69402 -0.84443 -0.441 -0.255 0.149
C -1.60653 -6.51442 0.50208 0.427 -1.054 -1.694
N -4.66416 3.10667 -0.30696 -0.123 0.200 -0.242
H -3.48794 -12.58107 -1.80527 0.106 -0.107 0.668
H -1.17640 -3.41755 -0.59356 -0.526 -0.006 0.239
C 4.65895 4.65599 -3.27845 -0.592 -0.374 -0.720
O 4.45078 2.08368 0.48076 -0.294 -0.063 -0.151
H 7.15118 3.55367 -2.72729 -0.278 0.486 -0.319
C 1.04519 -0.67971 -0.42578 -0.006 -0.709 -1.122
C 3.06796 -4.89653 -3.95911 0.440 -0.019 0.976
H 6.17678 -4.41201 3.15768 0.357 0.198 -0.417
O 2.01693 -0.58591 0.56989 0.413 0.605 1.357
H -2.50592 2.55358 -3.37646 -0.257 -0.296 0.084
C 1.35166 3.95413 -0.72540 0.568 0.356 -0.676
C 0.05007 1.84258 1.04539 1.171 -0.362 -0.929
H -6.13995 -0.05897 3.97737 0.046 -0.160 0.278
C -6.15652 1.22836 -0.87130 1.007 1.148 -0.736
O -1.49664 7.58807 3.62785 -0.079 -0.155 0.345
H 4.13417 1.17872 0.39639 -0.203 0.062 -0.156
H -2.83662 5.59070 -1.85428 0.371 -0.172 0.226
H -5.32213 -8.78607 -0.62878 0.037 0.163 0.171
C -2.15992 -7.76896 -0.26407 2.017 1.813 1.579
O -3.36350 4.01946 -3.07607 -0.831 1.272 0.081
H -2.65071 1.24014 1.96917 0.192 0.064 0.053
H 1.52138 3.52365 -1.71484 0.072 -0.190 0.052
H 1.12453 1.70717 0.85951 0.190 -0.078 -0.091
C -3.48007 3.87148 -0.61021 1.086 1.780 -0.492
H 4.41227 3.75396 -0.54262 0.233 -0.216 -0.226
H -5.40848 3.76917 -0.50216 -0.495 -0.287 0.431
H -4.74266 4.96823 -4.42262 -0.158 0.008 0.582
H -1.29158 3.40286 1.17919 -0.181 0.561 -0.533
H 1.20788 0.76918 7.93086 0.533 0.134 -0.090
H 3.35470 2.91507 2.02822 0.074 0.311 0.080
O 4.54023 4.65786 -0.86425 -0.504 0.708 0.533
O -5.22068 1.90797 2.44965 0.363 -0.240 0.398
H 5.12410 -5.31088 -4.40541 -0.166 -0.683 -0.179
H 3.91930 5.44329 -3.42969 0.286 0.312 0.164
C -7.48959 2.38398 -2.54009 -1.069 0.243 -0.075
C -4.85514 1.96164 -1.21801 0.844 -0.327 0.108
C 5.51890 3.43405 2.12137 -1.209 0.555 -0.420
H -0.46683 2.03004 -2.63205 0.338 -0.190 0.056
H -2.48408 0.09643 3.31784 0.004 -0.021 0.037
H -0.15624 1.52711 4.57323 -0.064 -0.265 0.066
H 6.27848 -4.27523 0.59321 -0.404 0.355 -0.208